Entry 1:
43
Properties=species:S:1:pos:R:3 method="wB97M-V/def2-TZVPD" spin_multiplicity=1 total_charge=0 homo_lumo_gap_ev=9.279 e_above_lowest_ev=2.123
S 4.04585 2.54905 0.67334
O 3.06689 0.07289 0.43420
O -4.66687 -0.07772 -0.34371
O 1.93729 0.97442 -2.14693
O -4.84470 1.36536 1.36988
N 3.86447 -0.94621 2.19838
N 1.21920 2.25605 -0.39198
N 4.31913 0.32548 2.22279
C 2.41010 -2.28006 0.66286
C -0.11193 1.87071 -0.22198
C -2.76929 1.17895 0.22551
C -6.16007 -1.52636 0.92858
C 3.13401 -1.08440 1.14393
C -2.15123 2.14304 1.02041
C 2.69674 -2.53934 -0.82106
C 3.52497 2.39067 -1.07400
C -2.04313 0.56355 -0.79047
C -6.02607 -0.47218 -0.16119
C 3.83830 0.90234 1.17071
C -4.18840 0.84920 0.49727
C -0.83551 2.48542 0.80115
C -0.72474 0.90452 -1.01699
C 4.15858 -2.89817 -1.05581
C 2.13753 1.77834 -1.26861
H 2.43558 -1.64940 -1.39810
H 4.42609 -3.79520 -0.50157
H -5.53292 -2.38526 0.70141
H -0.16574 0.43037 -1.80616
H -0.35835 3.23155 1.42097
H 4.81357 -2.09283 -0.72964
H 4.25655 1.78837 -1.61314
H -7.19485 -1.84923 0.99726
H -6.33914 -0.86513 -1.13086
H 2.71685 -3.12539 1.27875
H -5.85673 -1.10971 1.88587
H 2.06071 -3.35853 -1.15977
H 4.33882 -3.07713 -2.11278
H 1.33815 -2.11287 0.80293
H -2.72390 2.61151 1.80607
H 1.55209 2.93771 0.28123
H 3.54158 3.40793 -1.46759
H -2.51903 -0.18374 -1.40513
H -6.62045 0.41146 0.09399

***

Entry 2:
227
Properties=species:S:1:pos:R:3 method="wB97M-V/def2-TZVPD" spin_multiplicity=1 total_charge=0 homo_lumo_gap_ev=8.924
O 14.64588 20.31968 17.46075
O 12.26189 21.58304 21.57586
O 18.33329 16.80920 15.60169
O 16.68334 14.90872 12.99841
O 10.90754 22.41325 15.38119
O 17.55580 22.36029 13.08201
O 17.29987 22.13918 20.04724
O 11.13083 14.80916 14.88312
O 11.04237 13.68621 20.47431
O 12.77840 18.68056 16.58546
O 16.49879 11.40252 17.53655
O 13.13228 15.58413 21.46532
N 15.67012 19.53976 20.54851
N 17.90726 21.37719 12.12773
N 17.11516 13.56540 15.92092
N 10.79762 12.31948 20.78007
N 8.84162 16.04259 15.82472
N 14.22262 17.07007 18.53975
N 12.75193 18.90276 21.32127
N 11.45417 23.84513 12.89372
N 13.66055 14.75784 22.45775
N 17.57550 17.15079 19.20576
C 14.86770 16.31506 12.36659
C 15.77706 19.97863 12.83748
C 15.74790 16.37539 22.53333
C 13.01500 15.10151 23.76364
C 11.44736 10.05506 20.40428
C 12.47945 15.36118 17.99854
C 17.80564 20.74441 9.76318
C 9.90929 14.11685 14.83104
C 11.49393 14.76283 23.67616
C 16.07833 22.39717 10.74893
C 10.75420 19.35916 19.98031
C 11.93852 22.52240 13.15428
C 13.61209 14.21108 24.83741
C 15.22138 14.92727 22.45268
C 15.72232 14.30518 21.15809
C 12.18486 17.53143 17.16528
C 17.12328 23.45926 20.64210
C 15.80868 15.87615 13.46009
C 11.80162 14.69154 13.63225
C 10.16572 9.77803 21.15776
C 9.08208 10.54364 20.42773
C 17.63478 18.98237 11.47376
C 15.52860 20.82102 16.41469
C 12.74186 18.54507 15.17647
C 15.76128 14.14176 23.60068
C 17.74460 17.54358 17.80029
C 17.49807 21.88220 10.79788
C 8.66640 12.54660 21.90783
C 11.47721 11.72174 18.43645
C 18.02082 19.61107 13.80889
C 13.21525 22.28832 12.47668
C 14.83524 12.68094 15.46958
C 16.18063 20.49175 21.54522
C 17.20093 19.39198 10.07341
C 9.30901 12.09766 20.60392
C 17.45665 21.14860 21.06663
C 13.20903 16.56809 17.52797
C 12.20468 19.62060 20.16294
C 11.08406 22.23993 16.75909
C 18.44094 18.95107 17.77177
C 19.16836 15.89792 14.87737
C 12.54707 21.09780 20.27787
C 13.17485 11.82987 20.20204
C 13.15874 16.55977 24.10152
C 15.78953 13.34915 16.46503
C 12.73083 22.89066 21.79405
C 15.94317 12.67414 17.81990
C 16.34291 19.73769 22.84424
C 15.08204 14.44690 24.94816
C 8.56493 12.82313 19.47313
C 16.79296 10.58754 18.70205
C 16.46519 21.92422 16.78882
C 11.67223 11.48748 19.92194
C 8.93046 14.56868 15.95723
C 12.12029 22.36190 14.70677
C 18.46628 23.12312 10.54930
C 7.54869 13.83630 16.01432
C 18.42620 16.48250 16.97214
C 17.31558 20.07499 12.53496
H 18.11347 23.92330 20.75439
H 14.41411 15.52198 11.81887
H 18.05660 20.33487 20.69992
H 16.54254 24.02725 19.97714
H 18.26570 23.91207 11.23970
H 7.03279 14.13469 16.94145
H 9.16714 10.27293 19.37508
H 7.58934 12.43314 21.92121
H 11.64312 17.92110 18.06140
H 14.03402 16.95023 12.80084
H 17.97795 21.56223 21.93179
H 17.89025 15.54866 17.18990
H 12.12315 23.59822 21.19787
H 11.70174 9.48693 19.53427
H 10.15583 21.89570 17.13397
H 11.45130 12.78902 18.29216
H 10.50426 18.29737 19.71511
H 13.43546 13.18817 24.60094
H 10.74742 24.04787 13.58431
H 15.02844 12.57121 18.43702
H 18.69814 19.28827 16.74752
H 18.46604 22.54020 13.34753
H 11.25744 15.24228 12.88223
H 16.78474 13.98147 21.24343
H 11.37127 17.11379 16.51843
H 17.51929 15.30964 12.61826
H 8.91293 13.59619 22.10696
H 19.10493 19.55756 13.71564
H 14.13760 16.80966 24.51600
H 16.82245 16.51140 19.37018
H 9.41388 14.24552 13.87236
H 12.79428 15.10462 13.81602
H 11.03632 23.81057 11.98321
H 7.66509 12.71173 16.06272
H 15.63486 13.03505 23.43945
H 16.95999 14.03604 15.05962
H 12.47930 16.80404 24.92262
H 19.44997 16.42839 17.27791
H 12.25382 19.26607 22.12311
H 20.19038 16.03272 15.29733
H 12.60316 23.12632 22.87983
H 16.56024 23.43712 21.60720
H 18.24055 23.50865 9.57320
H 9.19838 11.95198 22.67508
H 15.20194 13.39785 20.92417
H 16.08412 19.91077 16.06392
H 12.08339 14.76767 17.16810
H 17.88304 20.30385 14.68070
H 10.93397 15.00882 24.61304
H 16.01168 22.95894 16.86597
H 19.22830 16.10334 13.82666
H 15.78714 16.81824 23.54138
H 11.04938 15.40749 22.94154
H 17.54074 18.63135 9.33195
H 12.10343 21.74472 19.49782
H 16.32281 16.78180 13.93614
H 13.36119 19.35464 14.79405
H 13.82161 12.52372 15.76774
H 15.19202 15.45210 14.20705
H 8.59701 16.50792 16.68699
H 13.73590 19.11064 21.32658
H 10.24961 19.94747 19.17044
H 15.42038 21.29241 21.65241
H 14.98046 21.13939 15.51523
H 15.62850 20.05982 19.66428
H 17.57590 9.88176 18.54768
H 16.33723 18.77740 20.42297
H 16.84476 14.32800 23.65076
H 10.21400 19.47120 20.89488
H 12.74348 23.21075 15.00474
H 17.43548 21.02534 8.75271
H 15.59321 13.84616 25.70614
H 13.75181 16.33196 16.59224
H 17.25714 21.91432 16.01991
H 13.50434 21.25893 12.49861
H 6.93489 14.19148 15.16906
H 14.60615 18.00315 18.43507
H 11.71580 15.55439 18.71142
H 16.71751 17.56633 17.45542
H 11.85752 13.64849 13.44938
H 13.99907 22.86768 12.95578
H 13.06986 17.59917 14.80118
H 15.42437 20.92719 13.21627
H 15.27108 15.49822 25.21359
H 18.83003 20.52924 9.70588
H 13.73728 17.06847 19.43634
H 16.64810 13.27980 18.39085
H 18.90541 14.82280 15.04044
H 13.60728 21.25379 20.16598
H 15.10713 19.66129 11.99946
H 15.70922 19.07398 13.45220
H 8.57468 13.90181 19.62987
H 15.40731 19.22261 23.09099
H 17.06911 18.93808 22.70934
H 15.89617 22.92752 9.81130
H 17.09273 11.18106 19.57469
H 15.39639 14.32643 16.68211
H 10.54852 11.21769 18.09220
H 14.02754 19.65414 17.06999
H 14.80936 13.18998 14.50089
H 7.50676 12.49601 19.48361
H 17.17794 18.06869 11.78735
H 12.23657 9.84387 21.13823
H 11.59355 14.05422 21.17245
H 17.05742 21.70961 17.65453
H 12.67088 21.40714 14.81360
H 15.08450 17.03947 21.92869
H 12.99896 14.52132 25.68108
H 15.37157 21.54795 10.70736
H 10.15328 13.07051 14.88483
H 12.87084 17.19226 23.26935
H 18.43292 16.73978 19.51889
H 15.89161 22.93600 11.69975
H 15.55769 14.99263 20.32230
H 15.90393 10.04949 19.02291
H 13.29562 12.83442 19.84948
H 12.35386 11.30280 17.97753
H 13.22465 14.77355 18.53778
H 15.30408 11.70146 15.23473
H 18.69424 18.78776 11.52123
H 9.72122 16.39275 15.50383
H 8.90351 12.60922 18.45435
H 11.84372 21.46868 16.97490
H 11.71925 18.73422 14.85482
H 13.20822 22.62768 11.43824
H 11.37369 23.13511 17.33820
H 9.93919 8.71595 21.16706
H 17.65475 18.60692 14.06717
H 16.57062 20.38067 23.72013
H 15.41376 16.93482 11.68419
H 16.11540 19.48134 10.01517
H 13.82755 11.14441 19.66205
H 9.31635 14.27430 16.94898
H 17.82032 19.65222 18.33847
H 16.73135 16.40257 22.10940
H 19.49265 22.82932 10.53226
H 19.41624 18.90172 18.29414
H 8.10514 10.31402 20.84630
H 12.81421 19.22554 19.34623
H 11.24601 21.70634 12.85613
H 13.79342 22.96218 21.54241
H 13.35149 11.70291 21.28405
H 13.14535 16.51220 21.73799
H 10.31448 10.11421 22.15682
H 11.31065 13.77233 23.38117
H 17.53744 12.64425 15.77293

***

Entry 3:
59
Properties=species:S:1:pos:R:3 method="wB97M-V/def2-TZVPD" spin_multiplicity=3 total_charge=-1 s_squared=2.01 homo_lumo_gap_ev="5.881 / 7.220" e_above_lowest_ev=0.400
Ni -0.17528 -0.18543 -0.11085
S -2.46958 -0.02032 -0.11291
F 0.10630 -6.36304 0.07973
O 2.06030 0.07008 -3.54508
O -0.20324 1.86240 -0.07474
O 0.29249 -0.17540 -2.16692
O 2.01633 0.04783 3.47049
O 0.26049 -0.06111 2.11361
N -2.35484 2.73957 -0.03033
N 1.76157 0.06879 -0.05685
N -4.39805 1.78479 -0.16710
C 2.38669 0.07741 1.12516
C 3.81328 0.05600 -1.21098
C -0.05710 -2.17500 -0.03522
C 1.46354 0.02798 2.24636
C -5.11240 3.63670 1.30361
C -3.04551 1.59588 -0.10410
C 1.51939 -0.01910 -2.44128
C 1.21223 -4.27184 0.18222
C 0.05330 -4.99670 0.03718
C -1.15766 -4.37039 -0.15005
C -1.26914 5.31415 0.12830
C 2.42874 0.04279 -1.19843
C -5.62222 0.21008 -1.63393
C 1.14194 -2.87975 0.14629
C -0.70480 6.57939 0.19574
C -0.45728 4.18734 0.06216
C 1.49143 5.60920 0.13491
C 0.67483 6.73013 0.19868
C -1.02018 2.79321 -0.02296
C 4.48956 0.06020 0.00855
C 0.92645 4.34559 0.06714
C -1.19695 -2.97839 -0.18824
C 3.77860 0.06181 1.19158
C -5.36291 0.69734 -0.20944
C -4.94564 3.13366 -0.12891
H -2.06061 -4.96007 -0.26463
H 4.33778 0.05988 -2.15597
H -6.29124 1.06406 0.23632
H -4.13339 3.69037 1.77900
H -4.27534 3.79393 -0.67285
H -2.34315 5.18785 0.12631
H -5.57196 4.62760 1.31978
H -5.91050 3.11678 -0.64102
H 2.08612 -2.35742 0.26371
H -4.99252 -0.12582 0.39723
H -4.69161 -0.15570 -2.06417
H -1.33934 7.45616 0.24336
H -6.00180 1.02375 -2.25624
H -5.74057 2.95278 1.87828
H 2.56880 5.72075 0.13366
H -2.16632 -2.52653 -0.35165
H 4.26195 0.04151 2.15903
H 1.27786 -0.03001 4.08976
H 2.15981 -4.78191 0.31842
H 1.11476 7.71917 0.24744
H -6.35569 -0.59878 -1.63250
H 1.54601 3.46069 0.00909
H 5.57205 0.04994 0.02105

***

Entry 4:
12
Properties=species:S:1:pos:R:3 method="wB97M-V/def2-TZVPD" spin_multiplicity=1 total_charge=0 homo_lumo_gap_ev=9.010 e_above_lowest_ev=2.149
O -2.60331 0.99803 -1.00209
N -0.41007 1.53120 -0.82648
N 1.63020 0.26489 -0.82551
C -1.77179 1.67900 -0.32222
C -0.20179 -0.66971 0.50936
C 0.23007 0.49597 -0.42207
C 0.78468 -1.55064 0.53978
C 1.94558 -0.85260 -0.14618
H 2.90766 -1.34778 -0.24808
H -1.21994 -0.61764 1.02028
H 0.68426 -2.42211 1.19005
H -1.97556 2.49141 0.53316

***

Entry 5:
65
Properties=species:S:1:pos:R:3 method="wB97M-V/def2-TZVPD" spin_multiplicity=2 total_charge=+2 s_squared=1.04 homo_lumo_gap_ev="6.489 / 5.918" e_above_lowest_ev=0.054
Mn -0.39832 1.15465 0.79305
Cl -0.02470 2.83157 2.05227
S -1.94352 1.19834 -0.71011
N 1.34064 0.58625 0.43172
N -0.58786 -0.60914 1.39299
N -0.58207 -0.21616 -2.54045
N -2.28890 -2.15737 0.89463
N 2.32884 2.40710 -0.65373
N -2.46918 1.04550 -3.24704
N -2.60501 -0.53938 2.53864
N 3.32833 1.53467 1.24893
C 3.13853 1.01504 2.60369
C -3.29333 -3.10685 1.37852
C -1.75995 -2.46778 -0.43506
C 2.83346 -1.40066 0.48201
C -4.06705 -0.47379 2.44634
C 2.92645 -2.72128 0.84275
C 0.64111 -2.76057 1.64913
C -1.85327 -1.13782 1.62499
C 2.83280 3.77585 -0.50949
C -2.02584 0.22591 3.64843
C -0.42423 -0.63410 -3.80493
C 0.51328 -1.41979 1.25681
C -2.30484 0.63634 -4.50992
C -1.25648 -0.23131 -4.82678
C 1.56234 2.17528 -1.87831
C 2.36900 1.52339 0.33060
C 1.84166 -3.39206 1.44127
C 1.62399 -0.72975 0.70695
C 4.68109 2.02380 0.97426
C -1.60101 0.60712 -2.36142
C -3.27816 1.13801 -5.52072
H -4.36113 0.55534 2.64896
H 3.66908 -0.89090 0.02142
H 2.14423 2.55525 -2.71707
H -1.17518 -1.64154 -0.82730
H 5.38340 1.27045 1.33206
H 0.61292 2.71506 -1.84030
H 3.64538 3.96815 -1.20881
H 3.16242 3.95894 0.50706
H -4.38954 -0.73272 1.44245
H -2.60674 -2.64110 -1.09918
H 0.39966 -1.31458 -3.98625
H 3.52554 1.75382 3.30449
H 1.96429 -4.42339 1.74313
H 4.82726 2.15887 -0.09311
H 2.00859 4.45414 -0.73040
H -3.46719 -2.97190 2.44073
H -1.14843 -3.37034 -0.40001
H -2.11891 1.29727 3.47098
H -3.30251 2.22726 -5.49782
H 3.68196 0.07914 2.73688
H -2.57468 -0.02724 4.55437
H -3.02686 0.80228 -6.52374
H -4.28012 0.78896 -5.26831
H -0.98089 -0.03308 3.78607
H -4.23188 -3.00780 0.83414
H -0.18440 -3.28021 2.11646
H 4.88395 2.95854 1.49607
H -2.90290 -4.11177 1.21619
H 2.08313 0.86742 2.81195
H -1.10473 -0.57906 -5.83835
H -4.54787 -1.12189 3.17768
H 1.36756 1.11765 -2.01896
H 3.84675 -3.26202 0.66850

***

Entry 6:
55
Properties=species:S:1:pos:R:3 method="wB97M-V/def2-TZVPD" spin_multiplicity=1 total_charge=0 homo_lumo_gap_ev=4.357 e_above_lowest_ev=1.211
Pt 0.16696 0.63543 -1.77638
P 0.29763 0.24162 1.47652
O -2.49010 0.49065 -1.47247
O -5.07391 1.77870 -0.71977
O -4.40897 4.34137 0.58243
O -0.36116 2.35695 -0.90328
O -1.44755 4.56974 0.60442
N 0.71365 -1.06258 -2.47177
N 1.68799 -4.42965 1.93243
N 0.69712 -0.45077 -0.00945
N 1.19037 -3.17855 -2.29089
N 0.98601 -2.04479 -1.62839
N -0.02661 1.26965 -3.63707
N 1.19278 -2.61684 0.70605
N 0.54809 -4.78986 -0.02537
N -0.22605 1.14652 -5.81460
N -0.53146 2.39040 -5.37220
N 1.04363 -2.92381 -3.55344
N 0.46371 -0.87176 -4.76384
N -0.41723 2.47423 -4.10185
C 0.93550 -0.67953 2.89120
C -3.97197 2.26002 -0.61946
C -2.11192 3.72055 0.03208
C -1.64825 2.57630 -0.71147
C -2.66920 1.65045 -1.02706
C 0.92909 -1.73537 -0.22904
C 2.31606 2.10831 0.83376
C -1.48706 0.23871 1.55772
C 0.06951 0.48603 -4.72803
C -3.63012 3.59254 0.05539
C 0.99010 1.89720 1.56436
C 2.45447 -0.77248 2.97870
C 1.15135 -3.93197 0.80117
C 0.73442 -1.59546 -3.66402
C -2.04791 1.03958 2.73357
H -1.70535 2.07466 2.70643
H 3.13886 1.55797 1.29022
H 2.16473 -3.78762 2.54094
H -1.80568 -0.80832 1.57196
H 2.55107 3.17062 0.86023
H -1.79148 0.60569 3.70042
H -1.83336 0.63535 0.60055
H 2.90731 0.21038 3.10250
H 2.73940 -1.37029 3.84505
H 2.23091 1.82396 -0.21358
H 0.49595 -1.30845 -5.67070
H -3.13368 1.06350 2.65554
H 2.88062 -1.22955 2.08600
H 0.24371 2.58221 1.15892
H 0.40869 -4.51686 -0.98868
H 0.53909 -0.12794 3.75082
H 0.57227 -5.77575 0.17281
H 0.46260 -1.66012 2.89703
H 1.08835 2.09416 2.63753
H 1.82705 -5.41511 2.06603

***

Entry 7:
11
Properties=species:S:1:pos:R:3 method="wB97M-V/def2-TZVPD" spin_multiplicity=1 total_charge=0 homo_lumo_gap_ev=7.705 e_above_lowest_ev=3.643
S 2.34701 -0.00935 -0.48234
S -0.84198 2.29983 -0.35532
S -2.70232 -0.32816 -0.17765
N -0.96321 -0.42131 -0.03985
C -0.33585 0.84895 0.09578
C 0.97089 0.51732 0.59543
H 1.17073 -0.27556 1.44904
H 1.54415 1.27956 1.12306
H -0.69461 -1.28495 0.67463
H -2.51033 -1.35078 -1.85155
H 2.01553 -1.27555 -1.03123